Version i
The following is a quantum chemistry calculation of a 2-piece molecular cluster, ClFIPS overall, from the OMol25 dataset.

Molar mass   244.396 Da
Highest occupied orbital energy   -10.250 eV
Frontier orbital gap   6.8 eV
Lowest unoccupied orbital energy   -3.455 eV

CARTESIAN COORDINATES (ANGSTROEM)
F -0.21 0.85 1.01
P 0.35 0.14 -0.39
S 0.02 1.25 -1.94
Cl -0.62 -2.39 0.46
I 2.54 -0.72 0.32

Mulliken analysis output, partial charges in e: atom 1 (F): -0.18, atom 2 (P): 0.49, atom 3 (S): -0.17, atom 4 (Cl): -0.36, atom 5 (I): 0.22

Version ii
The following is a quantum chemistry calculation of one molecule with the formula ClFIPS, from the OMol25 dataset.

Molar mass   244.396 Da
Highest occupied orbital energy   -8.242 eV
Frontier orbital gap   6.6 eV
Lowest unoccupied orbital energy   -1.614 eV

CARTESIAN COORDINATES (ANGSTROEM)
F 1.02 -0.14 -1.00
P 0.75 0.82 0.28
S -1.98 0.15 -1.53
Cl 1.73 -0.46 1.57
I -1.52 -0.36 0.69

Mulliken analysis output, partial charges in e: atom 1 (F): -0.15, atom 2 (P): 0.42, atom 3 (S): -0.49, atom 4 (Cl): -0.16, atom 5 (I): 0.38

version i (6.0 kcal/mol below the next structure)

Version i
The following is a quantum chemistry calculation of C43H36Cl2N3O2PS2SiTi as an isolated structure, from the OMol25 dataset.

Molar mass   868.747 Da
Highest occupied orbital energy   -7.604 eV
Frontier orbital gap   7.3 eV
Lowest unoccupied orbital energy   -0.327 eV

CARTESIAN COORDINATES (ANGSTROEM)
Ti -0.14 1.03 0.00
C 0.75 4.36 -3.42
Si 1.35 3.34 -1.95
C 2.29 1.91 -2.71
C 2.47 4.32 -0.81
N -0.04 2.74 -1.05
C -1.04 3.65 -0.71
C -0.94 5.04 -0.72
C -2.01 5.84 -0.34
C -3.20 5.28 0.09
C -3.32 3.90 0.14
C -2.25 3.13 -0.25
O -2.23 1.72 -0.17
C -3.42 1.12 0.24
C -3.56 0.72 1.56
C -4.74 0.11 1.94
C -5.77 -0.08 1.02
C -5.61 0.35 -0.30
C -4.43 0.95 -0.69
H 1.38 5.23 -3.58
H -0.28 4.71 -3.30
H 0.79 3.75 -4.32
H 2.93 2.33 -3.50
H 1.61 1.22 -3.21
H 2.94 1.38 -2.01
H 3.43 3.81 -0.69
H 2.02 4.39 0.19
H 2.66 5.33 -1.17
H -0.01 5.51 -1.02
H -1.89 6.92 -0.36
H -4.02 5.91 0.40
H -4.23 3.44 0.51
H -2.74 0.88 2.25
H -4.87 -0.22 2.96
H -6.69 -0.55 1.33
H -6.41 0.21 -1.01
H -4.27 1.29 -1.71
S 0.11 2.29 2.03
C 1.19 1.21 2.87
C 1.19 1.13 4.26
C 2.12 0.36 4.94
C 2.06 0.27 6.37
N 1.98 0.20 7.52
C 3.10 -0.34 4.22
C 3.10 -0.28 2.84
C 2.15 0.46 2.15
S 2.19 0.46 0.40
C 4.09 -1.13 4.89
N 4.89 -1.79 5.40
H 0.44 1.68 4.82
H 3.85 -0.83 2.29
O -0.72 -0.34 1.17
C -0.57 -1.05 0.03
C -1.57 -2.13 -0.35
C -2.94 -2.23 -0.51
C -3.45 -3.47 -0.90
C -2.64 -4.58 -1.12
C -1.27 -4.49 -0.93
C -0.77 -3.26 -0.53
P 0.72 -2.39 -0.07
C 1.42 -2.91 1.49
C 2.73 -3.34 1.63
C 3.20 -3.75 2.87
C 2.36 -3.70 3.97
C 1.05 -3.24 3.84
C 0.58 -2.84 2.60
C 1.90 -2.58 -1.42
C 2.42 -3.85 -1.65
C 3.23 -4.07 -2.76
C 3.50 -3.03 -3.64
C 2.96 -1.77 -3.41
C 2.16 -1.55 -2.30
H -3.61 -1.40 -0.34
H -4.52 -3.57 -1.03
H -3.08 -5.51 -1.42
H -0.63 -5.35 -1.07
H 3.40 -3.35 0.77
H 4.22 -4.08 2.98
H 2.73 -4.01 4.94
H 0.41 -3.19 4.71
H -0.43 -2.47 2.50
H 2.20 -4.67 -0.98
H 3.64 -5.06 -2.93
H 4.13 -3.21 -4.50
H 3.16 -0.96 -4.10
H 1.74 -0.57 -2.13
Cl 0.06 0.46 -5.59
C -1.44 -0.16 -4.89
Cl -1.35 -0.36 -3.14
H -1.63 -1.14 -5.33
H -2.24 0.54 -5.11

Mulliken analysis output, partial charges in e: atom 1 (Ti): -0.33, atom 2 (C): -1.28, atom 3 (Si): 0.21, atom 4 (C): -0.87, atom 5 (C): -1.30, atom 6 (N): 1.22, atom 7 (C): -0.17, atom 8 (C): -0.46, atom 9 (C): -1.10, atom 10 (C): -0.96, atom 11 (C): -0.81, atom 12 (C): 0.64, atom 13 (O): 0.60, atom 14 (C): -0.85, atom 15 (C): 0.47, atom 16 (C): -0.81, atom 17 (C): -0.56, atom 18 (C): -0.84, atom 19 (C): 0.13, atom 20 (H): 0.36, atom 21 (H): 0.39, atom 22 (H): 0.35, atom 23 (H): 0.50, atom 24 (H): -0.13, atom 25 (H): 0.46, atom 26 (H): 0.37, atom 27 (H): 0.32, atom 28 (H): 0.47, atom 29 (H): 0.33, atom 30 (H): 0.42, atom 31 (H): 0.40, atom 32 (H): 0.45, atom 33 (H): 0.35, atom 34 (H): 0.47, atom 35 (H): 0.40, atom 36 (H): 0.42, atom 37 (H): 0.47, atom 38 (S): -0.52, atom 39 (C): 0.91, atom 40 (C): -0.99, atom 41 (C): 0.50, atom 42 (C): -0.33, atom 43 (N): -0.57, atom 44 (C): 0.46, atom 45 (C): -0.75, atom 46 (C): 0.09, atom 47 (S): -0.60, atom 48 (C): -0.12, atom 49 (N): -0.60, atom 50 (H): 0.57, atom 51 (H): 0.57, atom 52 (O): 0.18, atom 53 (C): 2.67, atom 54 (C): -0.85, atom 55 (C): -0.10, atom 56 (C): -0.85, atom 57 (C): -0.72, atom 58 (C): -1.19, atom 59 (C): 0.30, atom 60 (P): 1.39, atom 61 (C): 0.63, atom 62 (C): -0.37, atom 63 (C): -0.85, atom 64 (C): -0.61, atom 65 (C): -0.80, atom 66 (C): -0.73, atom 67 (C): 0.22, atom 68 (C): -0.36, atom 69 (C): -0.83, atom 70 (C): -0.72, atom 71 (C): -0.62, atom 72 (C): 0.39, atom 73 (H): 0.38, atom 74 (H): 0.46, atom 75 (H): 0.42, atom 76 (H): 0.51, atom 77 (H): 0.47, atom 78 (H): 0.39, atom 79 (H): 0.44, atom 80 (H): 0.47, atom 81 (H): 0.35, atom 82 (H): 0.50, atom 83 (H): 0.42, atom 84 (H): 0.41, atom 85 (H): 0.51, atom 86 (H): -0.22, atom 87 (Cl): -0.14, atom 88 (C): -0.59, atom 89 (Cl): -0.01, atom 90 (H): 0.38, atom 91 (H): 0.34

Version ii
The following is a quantum chemistry calculation of C43H36Cl2N3O2PS2SiTi as an isolated structure, from the OMol25 dataset.

Molar mass   868.747 Da
Highest occupied orbital energy   -7.787 eV
Frontier orbital gap   7.0 eV
Lowest unoccupied orbital energy   -0.797 eV

CARTESIAN COORDINATES (ANGSTROEM)
Ti 0.56 0.05 -0.52
C 3.20 3.42 -1.97
Si 3.29 1.56 -1.68
C 3.02 0.77 -3.33
C 4.98 0.96 -1.13
N 2.10 1.18 -0.38
C 2.36 1.81 0.87
C 3.45 2.65 1.12
C 3.69 3.20 2.37
C 2.83 2.94 3.42
C 1.70 2.17 3.20
C 1.48 1.65 1.95
O 0.30 0.95 1.63
C -0.63 0.79 2.67
C -0.72 -0.43 3.32
C -1.65 -0.56 4.33
C -2.47 0.50 4.69
C -2.35 1.72 4.04
C -1.42 1.87 3.02
H 4.18 3.90 -1.89
H 2.54 3.91 -1.26
H 2.83 3.61 -2.97
H 3.74 1.31 -3.96
H 2.02 0.92 -3.75
H 3.26 -0.29 -3.35
H 5.51 0.55 -2.00
H 4.88 0.16 -0.40
H 5.63 1.72 -0.69
H 4.15 2.87 0.34
H 4.56 3.83 2.51
H 3.01 3.35 4.41
H 1.01 1.97 4.01
H -0.07 -1.25 3.03
H -1.75 -1.51 4.84
H -3.19 0.38 5.49
H -2.97 2.56 4.33
H -1.28 2.81 2.51
S 1.38 -1.65 1.05
C 2.66 -2.44 0.16
C 3.72 -3.06 0.81
C 4.75 -3.64 0.09
C 5.84 -4.26 0.81
N 6.70 -4.76 1.38
C 4.74 -3.61 -1.30
C 3.68 -3.00 -1.96
C 2.65 -2.41 -1.24
S 1.28 -1.67 -2.05
C 5.80 -4.19 -2.08
N 6.64 -4.64 -2.73
H 3.75 -3.09 1.90
H 3.66 -2.98 -3.04
O -0.19 1.12 -3.13
C -0.50 0.21 -2.39
C -1.50 -0.84 -2.80
C -1.65 -1.28 -4.11
C -2.49 -2.35 -4.37
C -3.18 -2.97 -3.33
C -3.07 -2.50 -2.03
C -2.23 -1.43 -1.77
P -2.09 -0.51 -0.21
C -3.45 0.72 -0.42
C -3.67 1.69 0.55
C -4.70 2.60 0.43
C -5.53 2.56 -0.68
C -5.32 1.61 -1.66
C -4.29 0.69 -1.53
C -2.70 -1.66 1.06
C -3.81 -1.38 1.85
C -4.21 -2.29 2.82
C -3.52 -3.47 3.01
C -2.42 -3.76 2.20
C -2.01 -2.86 1.24
H -1.08 -0.80 -4.90
H -2.59 -2.72 -5.38
H -3.82 -3.81 -3.54
H -3.64 -2.96 -1.23
H -3.03 1.73 1.42
H -4.85 3.35 1.19
H -6.34 3.28 -0.79
H -5.96 1.57 -2.53
H -4.15 -0.04 -2.31
H -4.36 -0.46 1.71
H -5.07 -2.06 3.43
H -3.83 -4.18 3.76
H -1.87 -4.68 2.34
H -1.14 -3.08 0.63
Cl -2.51 3.66 -2.49
C -0.85 3.74 -1.93
Cl -0.60 2.85 -0.41
H -0.59 4.78 -1.71
H -0.19 3.28 -2.67

Mulliken analysis output, partial charges in e: atom 1 (Ti): -0.37, atom 2 (C): -1.37, atom 3 (Si): 0.61, atom 4 (C): -1.17, atom 5 (C): -1.22, atom 6 (N): 2.10, atom 7 (C): -0.36, atom 8 (C): -1.05, atom 9 (C): -1.36, atom 10 (C): -1.01, atom 11 (C): -0.79, atom 12 (C): 1.00, atom 13 (O): 2.36, atom 14 (C): -0.35, atom 15 (C): 0.06, atom 16 (C): -0.82, atom 17 (C): -0.79, atom 18 (C): -0.48, atom 19 (C): -0.59, atom 20 (H): 0.38, atom 21 (H): 0.31, atom 22 (H): 0.43, atom 23 (H): 0.48, atom 24 (H): 0.15, atom 25 (H): 0.22, atom 26 (H): 0.41, atom 27 (H): 0.28, atom 28 (H): 0.43, atom 29 (H): 0.34, atom 30 (H): 0.43, atom 31 (H): 0.43, atom 32 (H): 0.48, atom 33 (H): 0.48, atom 34 (H): 0.47, atom 35 (H): 0.43, atom 36 (H): 0.46, atom 37 (H): 0.58, atom 38 (S): -0.13, atom 39 (C): 0.58, atom 40 (C): -1.01, atom 41 (C): 0.55, atom 42 (C): -0.29, atom 43 (N): -0.54, atom 44 (C): 0.59, atom 45 (C): -1.00, atom 46 (C): 0.33, atom 47 (S): -0.48, atom 48 (C): -0.21, atom 49 (N): -0.53, atom 50 (H): 0.58, atom 51 (H): 0.51, atom 52 (O): -0.81, atom 53 (C): -0.02, atom 54 (C): 0.58, atom 55 (C): -0.66, atom 56 (C): -0.78, atom 57 (C): -0.74, atom 58 (C): -0.70, atom 59 (C): 0.24, atom 60 (P): 1.47, atom 61 (C): 0.46, atom 62 (C): 0.03, atom 63 (C): -0.59, atom 64 (C): -0.88, atom 65 (C): -0.70, atom 66 (C): -0.96, atom 67 (C): 0.18, atom 68 (C): -0.49, atom 69 (C): -0.64, atom 70 (C): -0.71, atom 71 (C): -0.69, atom 72 (C): -0.38, atom 73 (H): 0.54, atom 74 (H): 0.42, atom 75 (H): 0.47, atom 76 (H): 0.49, atom 77 (H): 0.51, atom 78 (H): 0.48, atom 79 (H): 0.37, atom 80 (H): 0.44, atom 81 (H): 0.22, atom 82 (H): 0.40, atom 83 (H): 0.44, atom 84 (H): 0.38, atom 85 (H): 0.45, atom 86 (H): 0.45, atom 87 (Cl): -0.13, atom 88 (C): -0.53, atom 89 (Cl): 0.19, atom 90 (H): 0.53, atom 91 (H): 0.13

version ii (4.5 kcal/mol below the next structure)